Entry from the OMol25 dataset: a structure of composition C39H33BrN5STi (ωB97M-V/def2-TZVPD).

Each line ends with the Löwdin charge.
Cartesian coordinates (Å):
H: 0.96564 -2.69767 -4.65987  0.102
C: 0.47075 3.17549 -0.94962  -0.014
C: -2.63681 1.45918 -3.37793  -0.057
H: 2.47208 -0.77761 6.01959  0.124
H: 0.68474 3.00371 -1.99633  0.116
N: 1.73750 -0.89272 2.25031  0.031
H: -5.44027 0.62017 -0.02512  0.090
H: 2.47597 1.78779 -2.08484  0.124
Ti: 1.26258 -0.85811 0.08327  1.034
C: 1.51565 -2.50322 -1.27070  -0.158
H: 6.18522 -2.51561 -0.47147  0.106
H: -2.85719 1.65766 -4.41823  0.116
C: -2.10667 0.94483 -0.66641  0.038
S: -0.57490 -0.37995 -4.01170  1.155
C: 2.04488 -4.14811 -3.51114  -0.070
H: -4.67523 4.12284 -1.14099  0.081
H: 6.30056 -1.16185 -2.59191  0.111
C: -3.39431 2.02702 -2.37767  -0.017
Br: -1.32454 6.17133 1.27925  0.773
C: 2.26744 -0.80671 4.95778  -0.016
C: -3.65151 2.08691 1.45431  -0.052
C: -0.17354 -2.27929 2.47758  -0.186
C: 2.44957 1.02866 -1.31370  -0.098
C: 0.50203 2.46236 1.34273  -0.024
H: -2.72318 -4.42276 2.98310  0.124
H: -3.62246 1.01763 1.67844  0.084
H: -3.27541 4.35785 -0.09059  0.047
C: 5.39906 -1.82075 -0.72719  -0.057
H: 0.79086 1.73903 2.09634  0.100
C: 1.05244 -2.19292 -2.55749  -0.257
H: -5.89307 1.88938 -1.16631  0.083
H: -0.47102 5.06412 -1.32442  0.111
H: -0.38824 3.80579 2.76164  0.108
C: -1.03165 -3.11746 3.16675  0.017
H: 0.54554 -2.06975 5.15971  0.115
C: 3.41126 0.01284 -1.26392  -0.279
H: 4.17370 -2.33061 0.94392  0.117
C: -2.15598 -3.55116 1.10492  -0.012
H: 4.50776 0.47096 -3.07618  0.119
H: -1.29857 -2.50899 -0.57617  0.115
H: -0.91562 -3.27772 4.22785  0.115
C: 2.47027 -4.51854 -2.23722  -0.068
H: 2.25980 -4.78010 -4.36216  0.108
C: 4.48220 -0.14882 -2.18983  -0.013
C: -1.32956 0.35863 -1.66736  -0.283
C: -4.24649 3.86969 -0.17122  -0.038
C: -0.48502 4.56014 0.75899  -0.703
C: -1.60907 0.59594 -3.01019  -0.449
H: 2.60867 -4.00628 -0.17549  0.096
C: 1.19000 -1.53590 4.47807  0.018
H: -1.87621 0.72997 0.36878  0.106
C: -1.25838 -2.69941 0.48596  -0.077
C: 4.30415 -1.70657 0.06699  -0.151
C: -0.15299 3.62232 1.72206  -0.131
H: -4.90027 4.28964 0.59521  0.093
H: -4.34817 2.54880 2.15507  0.093
N: -0.30460 -0.56070 -1.46003  -0.022
C: 5.46414 -1.04330 -1.91652  -0.056
C: 3.06753 -0.11277 4.06687  -0.015
H: -4.21140 2.67646 -2.66152  0.114
H: 3.01298 -5.44654 -2.10531  0.107
N: -0.29059 -2.06796 1.15656  0.043
C: 0.84046 2.23444 0.01061  -0.266
H: 3.34775 0.34916 1.97448  0.121
H: -2.92143 -4.03903 0.51935  0.121
C: -3.16298 1.76869 -1.01162  -0.153
N: 1.55842 1.06127 -0.29154  -0.092
C: 0.13629 -1.05735 -2.59343  -0.525
C: 2.22329 -3.69943 -1.14393  -0.105
N: 3.28912 -0.84383 -0.19614  -0.075
C: -5.49763 1.70129 -0.16740  -0.038
C: -2.04124 -3.76063 2.46678  -0.017
H: 3.90960 0.47543 4.40127  0.121
C: -0.19079 4.33414 -0.57733  -0.106
H: -6.20783 2.10513 0.55659  0.090
C: 1.32800 -2.97872 -3.67722  -0.040
H: -2.66195 2.51023 1.63638  0.069
C: 0.95287 -1.55449 3.11467  -0.185
C: 2.76652 -0.17750 2.71873  -0.100
C: -4.12050 2.35389 0.02444  -0.550

E (Eh): -5601.3378
Highest occupied orbital energy (alpha / beta) (eV): -8.9 / -8.9
Orbital gap (alpha / beta) (eV): 5.1 / 5.1
LUMO level (alpha / beta) (eV): -3.745 / -3.743
Energy relative to the best compared isomer or geometry (same formula, charge and spin) (kJ/mol): 3.5
Net charge: +1